Record 1
Density functional theory data (ωB97M-V/def2-TZVPD) for a structure of composition C5H7CaO3 at a distorted geometry.

```
16
Properties=species:S:1:pos:R:3:forces:R:3:mulliken_charge:R:1
O 1.2742 -1.6214 1.0194 1.621 -0.016 -3.167 -0.564
C 0.2392 -1.5111 1.7550 -3.888 1.285 -4.341 1.043
O -0.4741 -2.5301 2.0337 0.831 -1.545 1.720 -0.815
Ca -2.2900 -1.5591 1.7833 -0.102 0.399 0.266 1.461
O -0.4823 -0.3912 1.6925 0.735 -0.921 1.335 -0.690
C 0.3201 1.5134 0.4232 2.039 2.324 1.417 -1.242
H 0.6445 1.7089 1.4551 -1.192 -1.629 1.230 0.394
H 1.3549 1.2195 0.1967 -0.324 0.675 -1.266 0.441
H -0.1703 2.4963 0.4273 0.397 0.077 -1.716 0.427
C -0.0150 1.3098 -1.6875 -0.124 -0.298 -2.043 -0.569
C -0.1088 -0.0218 -2.1355 -0.471 -1.212 2.649 0.232
C -0.2799 -1.2152 -1.7384 0.163 1.283 0.181 -0.481
H 0.8900 1.8467 -1.9932 -0.250 -0.086 0.589 0.361
H -0.9286 1.8892 -1.8685 0.266 -0.147 0.202 0.360
H -1.0195 -1.5749 -1.0180 0.484 -0.530 -0.740 0.176
H 1.0459 -1.5589 -0.3451 -0.185 0.339 3.683 0.466
```
Forces are in eV/Å.

## Properties
E = -1097.47729 Eh
Frontier orbital gap (spin up / spin down) = 0.2455 / 0.2113 hartree
Charge = +1


Record 2
Density functional theory data (ωB97M-V/def2-TZVPD) for the molecule C5H7Cl at a distorted geometry.

```
13
Properties=species:S:1:pos:R:3:forces:R:3:mulliken_charge:R:1
C 0.1430 0.9104 0.3723 -0.654 -0.943 -0.276 -0.266
C 0.0546 2.1271 -0.0512 -0.017 0.559 -0.096 -0.657
C -0.1000 -0.5214 0.4978 0.016 -0.493 -0.049 0.785
C -1.2204 -0.5636 -0.4945 0.761 0.995 0.679 -0.616
C 1.1113 -1.3598 0.1000 -0.161 0.051 0.038 -1.238
Cl -2.8178 -0.1795 0.0141 -0.047 0.000 0.015 -0.157
H -0.6365 2.5122 -0.7941 -0.156 -0.163 -0.089 0.260
H 0.7093 2.8765 0.3773 0.128 0.123 0.089 0.243
H -0.4416 -0.7845 1.5015 -0.032 0.044 -0.104 0.261
H -1.0221 -0.3285 -1.5267 0.045 -0.118 -0.188 0.398
H 1.4480 -1.0821 -0.8960 0.057 0.023 -0.063 0.295
H 0.8506 -2.4144 0.0951 -0.052 -0.105 0.018 0.341
H 1.9216 -1.1923 0.8044 0.113 0.027 0.026 0.349
```
Forces are in eV/Å.

## Properties
Energy above the lowest of the compared OMol25 structures with the same formula, charge and spin = 3.588 eV
E = -654.75864 Eh
Frontier orbital gap (spin up / spin down) = 0.3084 / 0.2965 hartree


Record 3
Density functional theory data (ωB97M-V/def2-TZVPD) for the molecule C5H7Cl at a distorted geometry.

```
13
Properties=species:S:1:pos:R:3:forces:R:3:mulliken_charge:R:1
C -0.0439 0.7512 -1.6054 -0.712 -0.262 -0.843 -1.177
C 0.2502 0.2828 -0.1985 -0.973 -0.631 -0.445 0.720
C 1.1899 0.8650 0.5022 1.669 -0.207 1.078 -0.982
C -0.5177 -0.8789 0.4129 -0.401 0.452 -0.582 0.455
C -0.8374 -1.1142 1.6908 0.181 -0.816 -0.797 -0.798
H 0.8012 1.3220 -2.0432 -0.560 -0.091 0.601 0.331
H -0.1515 -0.1386 -2.2766 -0.158 0.817 0.547 0.345
H -0.9972 1.3621 -1.6552 1.048 -0.725 -0.038 0.238
H 1.8209 1.6720 0.1468 -0.335 0.063 -0.193 0.292
H 1.5435 0.4055 1.4210 -0.276 0.239 0.174 0.270
H -0.4775 -0.5010 2.5040 -0.076 0.182 -0.100 0.295
H -1.3915 -2.0409 1.9236 0.331 0.757 -0.033 0.254
Cl -1.1892 -1.9870 -0.8224 0.262 0.223 0.631 -0.243
```
Forces are in eV/Å.

## Properties
Energy above the lowest of the compared OMol25 structures with the same formula, charge and spin = 0.854 eV
E = -654.85911 Eh
SMILES string = C=C(C)C(=C)Cl
Frontier orbital gap = 0.3661 hartree


Record 4
Density functional theory data (ωB97M-V/def2-TZVPD) for a cluster of 2 separate species, C5H7Cl in total at a distorted geometry.

```
13
Properties=species:S:1:pos:R:3:forces:R:3:mulliken_charge:R:1
C -1.2931 0.4221 0.1790 -4.214 -0.729 -0.936 -0.642
C -3.3195 -0.3434 -0.4327 4.443 1.004 0.768 -0.207
C 1.0931 0.9282 -0.1153 0.070 0.174 -0.071 -0.518
C 1.1110 -0.2834 0.7232 -0.113 -0.159 0.088 -0.550
C -0.0565 -0.0861 -0.2518 0.665 -0.468 -0.239 0.172
Cl -4.4723 0.7267 0.1291 -0.697 0.421 0.307 -0.102
H -1.3705 0.8981 1.1484 -0.113 0.031 0.186 0.293
H -3.2404 -0.3470 -1.5201 -0.141 -0.161 0.009 0.216
H 0.8560 1.8761 0.3463 -0.055 -0.014 0.045 0.259
H 1.7543 1.0119 -0.9636 0.044 -0.091 -0.063 0.239
H 1.8057 -1.0753 0.4911 0.060 -0.052 -0.089 0.239
H 0.8875 -0.1764 1.7757 -0.062 0.004 -0.017 0.246
H -0.0523 -0.6885 -1.1516 0.114 0.041 0.011 0.354
```
Forces are in eV/Å.

## Properties
Energy above the lowest of the compared OMol25 structures with the same formula, charge and spin = 6.685 eV
E = -654.64483 Eh
Frontier orbital gap (spin up / spin down) = 0.3075 / 0.2529 hartree


Record 5
Density functional theory data (ωB97M-V/def2-TZVPD) for the molecule C5H7ClN2O at a distorted geometry.

```
16
Properties=species:S:1:pos:R:3:forces:R:3:mulliken_charge:R:1
C -1.3110 -0.2107 -1.7424 -1.440 -0.091 -2.643 -0.195
C -0.5352 -1.4166 -1.3712 0.246 3.120 2.701 -0.059
C -0.0083 1.4876 -0.6397 -1.927 3.125 -2.542 -0.537
C 0.0773 0.6197 0.5019 0.685 -2.828 -0.174 0.555
C 1.2472 -0.4423 2.1272 2.784 -3.189 1.092 -0.749
N -1.0206 0.9996 -1.6200 0.222 0.420 0.382 -0.432
N 0.2601 -1.4798 -0.4213 0.238 2.268 1.415 -0.581
O 1.1859 0.5736 1.2040 0.068 1.784 -0.649 -0.304
Cl -1.4469 0.4720 1.3492 -0.063 0.040 0.156 -0.145
H -2.1357 -0.3582 -2.5200 0.962 -0.170 1.072 0.304
H -0.6039 -2.1613 -2.0302 -0.498 -3.356 -2.732 0.527
H -0.5424 2.5171 -0.4950 1.113 -1.606 1.009 0.288
H 0.8626 1.8618 -1.2150 0.159 -1.081 0.715 0.324
H 1.2909 -1.3691 1.5605 -0.636 -0.212 -0.277 0.383
H 0.3434 -0.5083 2.7305 0.625 0.311 0.674 0.353
H 2.3366 -0.5849 2.5816 -2.538 1.464 -0.199 0.267
```
Forces are in eV/Å.

## Properties
Energy above the lowest of the compared OMol25 structures with the same formula, charge and spin = 4.825 eV
E = -839.48232 Eh
Frontier orbital gap (spin up / spin down) = 0.3010 / 0.3011 hartree


Record 6
Density functional theory data (ωB97M-V/def2-TZVPD) for a structure of composition C5H7ClO2 at a distorted geometry.

```
15
Properties=species:S:1:pos:R:3:forces:R:3:mulliken_charge:R:1
C 0.1257 0.9821 -0.6616 0.416 -0.149 0.599 -0.034
C 0.9671 -0.3266 -0.5801 1.122 0.548 1.262 -0.280
C -0.3098 -1.0836 -0.8378 -0.053 -1.207 -0.243 -0.523
C -0.9152 0.0321 0.0293 1.151 -0.403 -0.916 0.484
C -0.2056 -0.2767 1.3114 0.979 0.356 1.890 -0.826
H 1.0410 1.7951 0.8525 0.065 -0.212 -0.142 0.358
H -0.1498 1.1905 -1.7159 0.136 0.390 0.840 0.390
H 1.9540 -0.4706 -1.0161 -0.367 -0.022 -0.423 0.465
H -0.5613 -1.0591 -1.8910 -0.360 0.060 -0.116 0.297
H -0.3662 -2.1108 -0.4320 0.000 0.510 -0.263 0.283
H -0.2475 0.5518 2.0507 -0.070 -0.377 -0.420 0.306
H -0.4858 -1.1962 1.8187 -0.547 -0.035 -0.108 0.357
O 0.5705 2.1043 0.0684 -0.426 -0.222 -1.036 -0.580
O 1.1737 -0.4676 0.8758 -1.018 0.506 -0.989 -0.481
Cl -2.5910 0.3353 0.1278 -1.029 0.258 0.065 -0.216
```
Forces are in eV/Å.

## Properties
Energy above the lowest of the compared OMol25 structures with the same formula, charge and spin = 1.320 eV
E = -805.33941 Eh
Frontier orbital gap = 0.3919 hartree


Record 7
Density functional theory data (ωB97M-V/def2-TZVPD) for the molecule C5H7ClS at a distorted geometry.

```
14
Properties=species:S:1:pos:R:3:forces:R:3:mulliken_charge:R:1
C 1.0625 0.0557 0.3100 0.219 0.303 0.736 0.239
C 0.1702 -1.2580 0.2962 -0.548 -0.003 0.965 -0.885
C -0.9533 -0.6988 -0.5608 -0.022 -0.143 0.178 -0.046
C -1.1756 0.6168 0.1033 -0.021 -0.102 0.218 0.006
C 0.1626 1.2820 -0.1606 0.008 -0.098 -0.195 -0.959
H 1.4646 0.2479 1.3264 -0.273 -0.159 -0.641 0.358
H 0.7097 -2.0933 -0.1299 0.079 -0.150 -0.066 0.357
H -0.1645 -1.5163 1.3369 0.364 0.226 -0.924 0.255
H -0.5657 -0.5701 -1.5595 0.119 0.103 -0.268 0.201
H -1.2686 0.4745 1.1871 -0.097 0.071 -0.298 0.193
H 0.3439 1.5172 -1.2090 -0.025 -0.127 0.005 0.336
H 0.3633 2.1765 0.4200 0.027 0.041 0.178 0.284
S -2.6574 -0.1177 -0.6303 0.163 0.056 0.168 -0.127
Cl 2.5082 -0.1162 -0.7297 0.006 -0.017 -0.057 -0.211
```
Forces are in eV/Å.

## Properties
Energy above the lowest of the compared OMol25 structures with the same formula, charge and spin = 1.883 eV
E = -1053.00441 Eh
SMILES string = ClC1C[C@H]2S[C@@H]2C1
Frontier orbital gap = 0.3644 hartree


Record 8
Density functional theory data (ωB97M-V/def2-TZVPD) for the molecule C5H7ClS at a distorted geometry.

```
14
Properties=species:S:1:pos:R:3:forces:R:3:mulliken_charge:R:1
C 2.0508 -0.1094 -0.1082 1.195 -0.807 -1.056 -0.728
C 1.1039 -1.0239 -0.0030 -2.434 0.662 1.758 -0.028
C -1.1797 1.9200 -0.6571 -0.272 -2.116 0.384 -0.578
C -1.4139 -0.2429 -0.0390 0.725 0.955 1.665 0.296
C -0.2107 -0.7098 0.7925 0.741 -0.934 1.510 -0.806
S -2.3263 1.1212 0.4189 -0.376 0.318 -0.276 -0.092
Cl -2.2062 -1.4140 -1.0079 0.191 -0.339 -0.383 -0.176
H 2.8928 -0.3197 -0.7743 0.011 -0.018 0.396 0.238
H 2.1323 0.8488 0.3977 -0.704 -0.105 -0.070 0.273
H 1.0339 -2.0702 -0.2987 0.882 0.464 -0.892 0.320
H -0.3808 2.4335 -0.1759 0.647 0.485 0.060 0.261
H -1.0018 1.3452 -1.5608 -0.118 0.700 -0.332 0.311
H -0.5309 -1.7014 1.2768 0.230 1.183 -0.725 0.335
H 0.0366 -0.0772 1.7391 -0.717 -0.448 -2.041 0.374
```
Forces are in eV/Å.

## Properties
Energy above the lowest of the compared OMol25 structures with the same formula, charge and spin = 3.811 eV
E = -1052.93355 Eh
Frontier orbital gap (spin up / spin down) = 0.2969 / 0.2926 hartree


Record 9
Density functional theory data (ωB97M-V/def2-TZVPD) for the molecule C5H7ClS2 at a distorted geometry.

```
15
Properties=species:S:1:pos:R:3:forces:R:3:mulliken_charge:R:1
C -1.7659 0.1430 0.2017 1.972 0.505 1.263 -0.932
C -0.2589 0.0507 0.7081 -0.941 0.238 -0.744 0.279
C 0.5757 -1.1273 0.2059 0.198 -1.064 -1.439 -0.793
C 1.7540 -0.1707 0.1029 1.574 -0.203 -0.227 0.215
C 0.7867 0.9347 0.0177 -1.302 1.524 0.998 -0.217
H -1.4789 1.0418 -1.9933 -0.189 -0.429 0.224 0.123
H -2.3020 -0.6382 0.7022 -0.447 -0.439 0.248 0.396
H -2.1341 1.0949 0.5703 -0.330 0.128 -0.285 0.400
H -0.1083 0.2264 1.8047 -0.613 -0.284 -0.747 0.320
H 0.7439 -1.9994 0.8145 -0.130 -0.283 0.315 0.319
H 0.2884 -1.4503 -0.8426 0.050 0.438 1.286 0.276
H 2.3279 -0.1746 1.0537 -0.230 0.262 -0.623 0.262
S -2.0212 -0.1228 -1.5453 0.105 0.497 -0.430 -0.210
S 0.6931 2.4415 -0.5391 0.276 -0.625 -0.079 -0.237
Cl 2.8996 -0.2499 -1.2614 0.007 -0.264 0.240 -0.201
```
Forces are in eV/Å.

## Properties
Energy above the lowest of the compared OMol25 structures with the same formula, charge and spin = 0.968 eV
E = -1451.23498 Eh
SMILES string = S=C1[C@@H](CS)C[C@H]1Cl
Frontier orbital gap = 0.3073 hartree


Record 10
Density functional theory data (ωB97M-V/def2-TZVPD) for a cluster of 2 separate species, C5H7F in total at a distorted geometry.

```
13
Properties=species:S:1:pos:R:3:forces:R:3:mulliken_charge:R:1
C 3.0922 -1.0124 -0.3040 2.555 0.315 -1.854 -0.132
C 2.0525 -0.5807 0.1044 -3.897 1.176 0.936 -0.589
C -0.8361 0.9942 -0.7402 1.436 0.987 0.693 -1.093
C -1.0041 -1.0452 0.5740 -1.602 -1.291 0.739 -0.269
C -0.4250 0.2657 0.4432 4.446 0.626 0.874 0.069
F -0.7083 -1.7941 -0.5928 -1.180 0.785 1.180 -0.229
H 4.0019 -0.9521 -0.9294 -0.876 -0.609 1.025 0.272
H -1.6122 1.6588 -0.4449 -0.907 0.794 0.400 0.370
H -0.0323 1.6093 -1.1202 0.145 0.052 -0.232 0.325
H -1.2124 0.3263 -1.4269 -0.702 -1.208 -1.902 0.370
H -0.7359 -1.6704 1.4425 0.133 0.536 -0.473 0.294
H -2.1532 -0.7372 0.7246 1.801 -1.174 -0.796 0.226
H 0.1685 0.8233 1.2319 -1.351 -0.989 -0.589 0.386
```
Forces are in eV/Å.

## Properties
Energy above the lowest of the compared OMol25 structures with the same formula, charge and spin = 6.267 eV
E = -294.32326 Eh
Frontier orbital gap (spin up / spin down) = 0.2797 / 0.2794 hartree


Record 11
Density functional theory data (ωB97M-V/def2-TZVPD) for the molecule C5H7F at a distorted geometry.

```
13
Properties=species:S:1:pos:R:3:forces:R:3:mulliken_charge:R:1
C 1.0840 1.9231 2.4741 -0.134 2.032 1.502 -1.364
C 0.6992 1.1733 1.3130 -0.837 -2.048 -1.681 0.551
C 0.3447 0.4917 0.3618 0.474 1.766 0.718 0.049
C -0.0449 -0.0904 -0.9359 0.778 0.071 -1.682 -0.586
C -0.8207 -1.3914 -0.7957 0.425 -0.369 -0.016 -0.294
H 1.8029 2.7240 2.2247 0.168 -0.663 0.013 0.284
H 0.2650 2.5486 2.8826 -0.172 -0.435 -0.519 0.302
H 1.4019 1.4125 3.3990 0.259 -0.400 -0.854 0.299
H -0.6796 0.5639 -1.6265 0.687 -0.371 1.415 0.273
H 0.8822 -0.2716 -1.6262 -1.407 0.081 1.519 0.254
H -1.7688 -1.2586 -0.2229 0.367 -0.009 -0.922 0.263
H -0.2602 -2.1858 -0.2452 -0.208 0.529 -0.698 0.259
F -1.0241 -1.7968 -2.1432 -0.401 -0.186 1.207 -0.290
```
Forces are in eV/Å.

## Properties
Energy above the lowest of the compared OMol25 structures with the same formula, charge and spin = 1.463 eV
E = -294.49980 Eh
SMILES string = CC#CCCF
Frontier orbital gap = 0.3851 hartree


Record 12
Density functional theory data (ωB97M-V/def2-TZVPD) for the molecule C5H7F2NO2 at a distorted geometry.

```
17
Properties=species:S:1:pos:R:3:forces:R:3:mulliken_charge:R:1
C -2.0048 0.2843 1.6231 2.074 0.140 1.846 0.549
C 1.5891 0.0780 -1.6522 -1.442 -2.942 1.745 -0.369
C 0.3834 -0.7970 -2.1732 1.211 -0.121 1.195 -0.366
C 1.1502 -0.0222 -0.1928 1.945 -1.358 -2.362 0.341
C -0.4705 0.3108 1.7132 0.512 0.657 -2.162 -0.498
N 0.2176 0.6775 0.4155 -2.184 3.116 2.002 -0.319
O -2.6413 0.2326 2.6454 -0.273 0.130 -0.917 -0.562
O -2.4575 0.2605 0.4106 0.554 -0.520 -3.843 -0.477
F 0.5325 -2.1492 -1.8222 -0.161 1.063 -0.578 -0.261
F 1.7100 -1.0084 0.5669 -0.240 0.297 -0.841 -0.276
H 2.5162 -0.5136 -1.7191 -0.406 0.219 -0.213 0.252
H 1.7326 1.0162 -2.1307 -0.282 0.908 -0.086 0.351
H -0.6842 -0.4906 -2.1188 0.930 -0.161 0.105 0.301
H -0.1718 -0.6596 1.9609 0.403 -1.695 0.288 0.302
H -0.0596 0.9132 2.4879 -0.259 0.750 0.687 0.425
H 0.3557 1.7070 0.3293 -0.267 -1.040 0.131 0.234
H -1.6974 0.1604 -0.3437 -2.114 0.554 3.003 0.372
```
Forces are in eV/Å.

## Properties
Energy above the lowest of the compared OMol25 structures with the same formula, charge and spin = 3.811 eV
E = -599.54658 Eh
Frontier orbital gap (spin up / spin down) = 0.2725 / 0.3079 hartree